[1]
ORCA calculation (ωB97M-V with the def2-TZVPD basis set) on C5H8O in the gas phase.

Output
2S+1 = 1
E_LUMO = 1.06 eV
Relative energy (zero: lowest compared OMol25 entry of this formula, charge and spin) = 284.1 kJ/mol
Gap between HOMO and LUMO = 10.460 eV
Highest occupied orbital energy = -9.404 eV
Net charge = 0

```
14
Properties=species:S:1:pos:R:3:nbo_charge:R:1
C -0.74035 -1.62874 -0.34888 -0.64
C -0.24093 -0.21471 -0.14793 0.25
C 1.02059 0.04375 0.69158 -0.43
C 0.20642 1.33548 0.62051 0.07
C 0.01520 1.15563 -0.89362 -0.41
O -1.01500 0.56067 0.84533 -0.54
H -1.08285 -1.91176 0.65373 0.24
H 0.07511 -2.31478 -0.60535 0.22
H -1.56881 -1.77646 -1.04562 0.22
H 0.99363 -0.47421 1.65223 0.21
H 1.99464 0.00259 0.19555 0.20
H 0.31312 2.24840 1.20723 0.19
H -0.85457 1.70094 -1.26961 0.21
H 0.88381 1.27322 -1.55513 0.20
```

[2]
ORCA calculation (ωB97M-V with the def2-TZVPD basis set) on 3 unconnected molecules or ions with the total composition C13H28BrN5OP at a distorted geometry.

Output
2S+1 = 1
E_LUMO = -3.72 eV
Relative energy (zero: lowest compared OMol25 entry of this formula, charge and spin) = 0.0 kJ/mol
Gap between HOMO and LUMO = 9.123 eV
Highest occupied orbital energy = -12.838 eV
Net charge = +1

```
49
Properties=species:S:1:pos:R:3:nbo_charge:R:1
C -2.84777 5.07620 -1.85155 -0.42
N -3.09376 3.63750 -1.78123 -0.59
C -2.31484 2.91565 -0.86512 -0.05
N -0.89862 2.47562 -1.37505 -0.53
N -0.61504 2.97609 -2.68639 -0.37
C 0.39158 2.46076 -3.31213 0.40
C 1.34765 3.38895 -3.98780 -0.67
C 0.63835 0.98944 -3.49059 -0.72
P 0.32646 2.94275 -0.04209 1.21
O 1.61728 2.02821 -0.36494 -0.99
Br 0.84720 5.03662 -0.43613 -0.14
H -2.93721 5.53085 -0.86667 0.20
H -1.85402 5.30828 -2.25000 0.19
H -3.57122 5.51549 -2.53425 0.23
H -3.13487 3.21178 -2.69687 0.38
H -2.15283 3.55400 0.00554 0.22
H -2.84358 2.03389 -0.50540 0.23
H -0.88400 1.44523 -1.35872 0.42
H 1.57184 3.02845 -4.99477 0.24
H 2.27001 3.37512 -3.40528 0.25
H 0.91990 4.38412 -4.07763 0.25
H 0.39299 0.36362 -2.63226 0.22
H 0.06747 0.66221 -4.36227 0.27
H 1.68614 0.81938 -3.73859 0.25
H 2.40347 2.59499 -0.45526 0.53
C 0.98314 -3.65246 -0.82456 -0.61
C 1.01047 -2.24972 -1.41965 -0.38
C 1.57773 -1.19995 -0.45154 -0.52
C 0.75400 -1.12632 0.76280 0.28
N 0.07766 -1.07288 1.68615 -0.33
H 0.33498 -3.70188 0.05099 0.22
H 0.60459 -4.36884 -1.55213 0.23
H 1.98296 -3.97141 -0.52714 0.21
H -0.00359 -1.96410 -1.71492 0.19
H 1.62062 -2.25147 -2.32550 0.21
H 1.59049 -0.21480 -0.92400 0.23
H 2.60070 -1.45580 -0.17193 0.26
C -0.23775 -2.88811 4.36865 -0.61
C -0.63955 -3.70762 5.58868 -0.38
C 0.40134 -4.77569 5.94583 -0.51
C 0.58544 -5.71705 4.84009 0.29
N 0.73415 -6.45032 3.97271 -0.34
H -0.15627 -3.52322 3.48555 0.21
H -0.97836 -2.12120 4.14929 0.22
H 0.72218 -2.39098 4.52179 0.20
H -1.60237 -4.18678 5.40284 0.21
H -0.77208 -3.04817 6.44804 0.21
H 0.09027 -5.33678 6.82744 0.25
H 1.36440 -4.31197 6.16601 0.24
```

[3]
ORCA calculation (ωB97M-V with the def2-TZVPD basis set) on C10H11BrN2 in the gas phase at a distorted geometry.

Output
2S+1 = 3
E_LUMO (alpha / beta) = 0.65 / -1.20 eV
Relative energy (zero: lowest compared OMol25 entry of this formula, charge and spin) = 1.4 kJ/mol
⟨S²⟩ = 2.04
Gap between HOMO and LUMO (alpha / beta) = 7.080 / 7.196 eV
Highest occupied orbital energy (alpha / beta) = -6.434 / -8.391 eV
Net charge = 0

```
24
Properties=species:S:1:pos:R:3:nbo_charge:R:1
C -2.88565 -1.66314 0.13416 -0.21
C -2.64178 -0.46364 0.76220 -0.21
C -1.84896 -2.39002 -0.38862 -0.22
C -1.32032 -0.06831 0.96127 -0.17
C -0.53446 -1.94027 -0.27838 -0.16
C -0.21886 -0.86213 0.51830 -0.21
C 1.45754 1.89763 1.21152 0.03
C 1.40998 0.42936 1.81271 -0.56
C 1.11116 -0.46074 0.70354 0.11
C 1.64848 1.09706 -2.25125 -0.47
N 1.45928 2.12884 -0.01626 -0.19
N 1.05195 1.35581 -0.91923 -0.19
Br 2.57530 -1.46151 -0.10553 0.05
H -3.96690 -1.85487 0.09193 0.22
H -3.54730 0.23252 0.92704 0.22
H -2.18975 -3.18553 -0.91194 0.21
H -0.99860 0.82151 1.43868 0.20
H 0.33338 -2.46876 -0.79903 0.22
H 1.40704 2.83668 1.75217 0.20
H 2.40435 0.40438 2.29613 0.26
H 0.64069 0.54946 2.46058 0.23
H 2.68935 1.53024 -2.21691 0.20
H 1.84954 0.03291 -2.17703 0.22
H 0.80998 1.30584 -2.89485 0.23
```

[4]
ORCA calculation (ωB97M-V with the def2-TZVPD basis set) on a molecular structure, C16H18GaNO10PS.

Output
2S+1 = 1
E_LUMO = 0.13 eV
Gap between HOMO and LUMO = 4.698 eV
Highest occupied orbital energy = -4.567 eV
Net charge = -1

```
48
Properties=species:S:1:pos:R:3:nbo_charge:R:1
C 1.84019 1.81820 0.79015 -0.72
C 1.47946 2.69730 1.98355 0.74
O 1.40171 2.22412 3.08378 -0.55
N 1.21913 4.06107 1.64604 -0.93
Ga -0.43295 4.77787 2.41765 0.82
P -2.13827 3.96844 0.94422 0.30
S -1.92195 2.04951 0.44206 -0.76
C 2.32671 4.89897 1.85392 0.71
C 2.57232 5.88167 0.71597 -0.70
O 3.05818 4.88092 2.81487 -0.59
H 0.93055 1.30862 0.47409 0.26
H 2.63273 1.11984 1.05488 0.21
H 2.17526 2.45128 -0.03301 0.21
H -0.71344 4.37584 3.91911 -0.27
H -0.37904 6.36859 2.19006 -0.32
H -3.43207 4.20687 1.46814 -0.03
H -2.09195 4.72587 -0.25480 -0.03
H 3.14204 5.39518 -0.07658 0.22
H 1.59887 6.13373 0.28845 0.23
H 3.04962 6.78800 1.07982 0.21
C -1.99559 -1.77700 -4.17051 -0.40
C -3.12917 -1.15563 -4.51180 0.33
C -3.99558 -0.46322 -3.49746 0.47
O -5.00323 0.08840 -3.90910 -0.56
C -3.58962 -0.49811 -2.10885 -0.39
C -2.45509 -1.12535 -1.75556 0.33
C -1.57537 -1.79438 -2.77735 0.50
O -0.54247 -2.32882 -2.40875 -0.58
O -2.05085 -1.18583 -0.50051 -0.60
O -3.57884 -1.09631 -5.76423 -0.64
H -1.36371 -2.27280 -4.89400 0.24
H -4.21855 -0.00086 -1.38452 0.26
H -1.21140 -1.68579 -0.48146 0.52
H -4.40853 -0.58160 -5.71627 0.51
C 2.41282 -5.23142 0.19072 -0.39
C 1.27355 -4.61356 -0.15564 0.32
C 0.41318 -3.92088 0.86944 0.49
O -0.60645 -3.37045 0.49850 -0.56
C 0.83670 -3.94865 2.26088 -0.38
C 1.97429 -4.56685 2.59778 0.32
C 2.84321 -5.24204 1.57705 0.47
O 3.86922 -5.77347 1.96527 -0.55
O 2.42170 -4.63243 3.84981 -0.63
O 0.84267 -4.57987 -1.41013 -0.63
H 3.04032 -5.73168 -0.53301 0.24
H 0.20633 -3.45527 2.98725 0.25
H 3.26336 -5.12479 3.80659 0.50
H 0.01001 -4.06323 -1.42650 0.52
```

[5]
ORCA calculation (ωB97M-V with the def2-TZVPD basis set) on 2 unconnected molecules or ions with the total composition C7H9NO2S at a distorted geometry.

Output
2S+1 = 1
E_LUMO (alpha / beta) = 0.21 / 0.21 eV
Relative energy (zero: lowest compared OMol25 entry of this formula, charge and spin) = 327.7 kJ/mol
Gap between HOMO and LUMO (alpha / beta) = 8.642 / 8.651 eV
Highest occupied orbital energy (alpha / beta) = -8.429 / -8.437 eV
Net charge = 0

```
20
Properties=species:S:1:pos:R:3:nbo_charge:R:1
C -2.73546 -1.07826 0.25346 -0.19
C -2.15767 -1.14980 -1.00560 -0.20
C -1.94541 -1.07986 1.38997 -0.19
C -0.78219 -1.22307 -1.12853 -0.21
C -0.56659 -1.15811 1.27388 -0.19
C -0.00515 -1.21430 0.01582 -0.22
C 2.26728 0.26966 -0.65121 0.09
N 0.79739 1.74343 0.28635 -0.95
O 2.40894 -1.51683 1.13788 -0.98
O 3.41043 0.57144 -0.06047 -0.65
S 1.77336 -1.43279 -0.19066 1.24
H -3.81343 -1.02179 0.33982 0.22
H -2.77932 -1.15791 -1.88855 0.22
H -2.40115 -1.02678 2.36794 0.22
H -0.31065 -1.28516 -2.09868 0.21
H 0.07329 -1.17837 2.14250 0.24
H 2.16498 0.57654 -1.68220 0.20
H 0.90764 2.46622 -0.42305 0.32
H 1.40294 2.00868 1.06030 0.33
H 3.44714 0.01902 0.76288 0.51
```

[6]
ORCA calculation (ωB97M-V with the def2-TZVPD basis set) on 9 unconnected molecules or ions with the total composition C18H54O9 at a distorted geometry.

Output
2S+1 = 1
E_LUMO = 0.50 eV
Relative energy (zero: lowest compared OMol25 entry of this formula, charge and spin) = 287.4 kJ/mol
Gap between HOMO and LUMO = 9.664 eV
Highest occupied orbital energy = -9.168 eV
Net charge = 0

```
81
Properties=species:S:1:pos:R:3:mulliken_charge:R:1
C 1.66872 -2.88317 1.93542 -1.16
C 1.26530 -1.75886 2.87453 0.70
O 2.32958 -0.90857 3.11808 -0.60
H 1.80872 -2.59670 0.89310 0.16
H 0.89503 -3.65034 1.90459 0.28
H 2.56165 -3.39397 2.29577 0.38
H 0.91201 -2.17330 3.81873 0.35
H 0.48383 -1.12417 2.45672 -0.55
H 2.04383 -0.03780 3.40393 0.53
C -4.77661 -0.35468 -2.16590 -0.70
C -4.59423 -1.64109 -1.33816 -0.24
O -3.42056 -1.54597 -0.62043 -0.49
H -4.78338 0.52559 -1.52311 0.07
H -5.67865 -0.41348 -2.77498 0.43
H -3.83672 -0.31366 -2.71637 -0.03
H -4.55487 -2.52967 -1.96822 0.31
H -5.44693 -1.71617 -0.66335 0.33
H -3.41947 -2.15404 0.12243 0.17
C 0.68830 0.55314 -0.09964 -0.42
C -0.45133 -0.35612 -0.62470 -0.37
O -1.63330 0.38263 -0.77021 -0.18
H 0.42709 0.96652 0.87452 -0.20
H 1.03610 1.39058 -0.70448 0.53
H 1.57454 -0.05942 0.06603 -0.17
H -0.55001 -1.25380 -0.01434 0.27
H -0.11835 -0.71297 -1.59932 0.35
H -2.39035 -0.20594 -0.81561 0.41
C 5.15304 -0.78682 0.89820 -0.68
C 6.29127 0.27848 0.83895 -0.38
O 5.82406 1.27594 -0.02240 -0.57
H 5.40596 -1.61381 1.56168 0.41
H 5.02412 -1.27995 -0.06529 0.15
H 4.19736 -0.37124 1.21766 0.15
H 7.21115 -0.16190 0.45426 0.23
H 6.52559 0.74396 1.79630 0.32
H 5.74684 0.84052 -0.87448 0.39
C -3.69298 4.80388 -0.28859 -1.44
C -3.30123 3.34862 -0.49278 0.42
O -2.37968 2.96375 0.55791 -0.53
H -4.20405 4.97797 0.65830 0.34
H -4.41158 5.20533 -1.00313 0.38
H -2.82256 5.45993 -0.29609 0.33
H -2.79654 3.28037 -1.45649 0.01
H -4.15483 2.67093 -0.47821 0.11
H -1.88902 2.17065 0.33020 0.28
C -0.31493 1.97045 -3.82886 -0.76
C -1.51347 1.21498 -4.41679 0.14
O -1.13409 -0.01830 -4.93269 -0.56
H 0.17146 1.34341 -3.08165 -0.03
H -0.67059 2.81606 -3.24017 0.23
H 0.42845 2.34043 -4.53498 0.45
H -1.93522 1.85513 -5.19166 0.37
H -2.27426 0.99765 -3.66708 -0.18
H -0.60310 0.13334 -5.71797 0.30
C -0.85047 1.25673 3.78727 -0.55
C 0.32280 2.25710 3.88664 -0.37
O 1.52042 1.49497 3.90838 -0.52
H -0.75264 0.69155 2.86040 -0.26
H -1.79534 1.79983 3.80649 0.39
H -0.84641 0.53995 4.60843 0.34
H 0.26593 2.91929 4.75057 0.35
H 0.32359 2.89026 2.99938 0.31
H 2.23936 2.12473 3.81818 0.25
C 3.55882 -0.65459 -2.48936 -0.72
C 4.75099 -0.15123 -3.28089 -0.40
O 5.87629 0.08097 -2.46029 -0.53
H 3.45358 -0.06245 -1.58030 0.06
H 3.77375 -1.65230 -2.10663 0.30
H 2.63335 -0.58778 -3.06132 0.37
H 4.45489 0.82054 -3.67597 0.26
H 5.06677 -0.81565 -4.08522 0.39
H 6.66367 0.03144 -3.00727 0.26
C -2.16806 -3.13344 2.76880 -0.34
C -3.60575 -3.50734 2.42989 -0.52
O -3.57482 -3.85701 1.05280 -0.57
H -1.54620 -4.00769 2.57624 0.21
H -2.10502 -2.77512 3.79628 0.34
H -1.79969 -2.38208 2.07033 -0.10
H -4.29442 -2.67550 2.57773 0.29
H -4.03273 -4.33415 2.99749 0.41
H -3.45353 -4.80506 0.96280 0.28
```

[7]
ORCA calculation (ωB97M-V with the def2-TZVPD basis set) on C9H11BO3 in the gas phase at a distorted geometry.

Output
2S+1 = 1
E_LUMO (alpha / beta) = 0.57 / 0.58 eV
Relative energy (zero: lowest compared OMol25 entry of this formula, charge and spin) = 446.4 kJ/mol
Gap between HOMO and LUMO (alpha / beta) = 7.758 / 7.695 eV
Highest occupied orbital energy (alpha / beta) = -7.185 / -7.118 eV
Net charge = 0

```
24
Properties=species:S:1:pos:R:3:nbo_charge:R:1
B 0.64610 -2.83936 -0.37795 0.97
C -2.86764 0.93183 0.34507 -0.24
C -2.78426 -0.34770 0.91579 -0.20
C -1.82195 1.36856 -0.39166 -0.18
C -1.68535 -1.13193 0.68411 -0.25
C -0.69853 0.57582 -0.69553 -0.08
C -0.60979 -0.67061 -0.10706 0.33
C 0.44214 1.08252 -1.41469 -0.48
C 1.49458 1.62804 -0.43172 0.09
C 2.80364 1.26327 1.27205 -0.13
O 0.52153 -1.43731 -0.22090 -0.71
O 1.78475 -3.51493 -0.22832 -0.90
O 2.15871 0.78956 0.29777 -0.36
H -3.58885 1.61639 0.65579 0.21
H -3.44269 -0.80972 1.73041 0.22
H -2.04685 2.27712 -1.05337 0.21
H -1.62279 -2.08556 1.06523 0.21
H 0.94812 0.40376 -2.09950 0.23
H 0.03726 1.83816 -2.00643 0.22
H 1.72291 2.70106 -0.35208 0.16
H -0.37487 -3.51483 -0.70416 -0.12
H 2.88141 2.33917 1.59790 0.16
H 3.44667 0.57220 1.66253 0.15
H 2.65574 -3.03551 -0.14331 0.51
```

[8]
ORCA calculation (ωB97M-V with the def2-TZVPD basis set) on a molecular structure, C38H31BrF6GeN3O2RuSSb at a distorted geometry.

Output
2S+1 = 1
E_LUMO = -1.91 eV
Relative energy (zero: lowest compared OMol25 entry of this formula, charge and spin) = 273.6 kJ/mol
Gap between HOMO and LUMO = 5.942 eV
Highest occupied orbital energy = -7.854 eV
Net charge = 0

```
85
Properties=species:S:1:pos:R:3:mulliken_charge:R:1
Ru 0.57100 0.35120 -0.28160 1.23
S -0.31580 2.30330 0.93770 -0.65
C -0.96050 2.54320 -0.63650 0.29
C -1.88540 3.51130 -1.03930 -0.78
C -2.30280 3.50200 -2.35150 -0.30
C -1.77960 2.55620 -3.23630 -1.40
C -0.84660 1.65050 -2.77600 -0.32
N -0.45080 1.64930 -1.50700 0.90
H -2.25030 4.22270 -0.31550 0.50
H -3.02840 4.22240 -2.69530 0.43
H -2.09400 2.52440 -4.26540 0.49
H -0.38640 0.90680 -3.41240 0.84
C -0.93790 -0.91720 2.62660 -1.08
O -1.16380 -0.93690 1.22630 -0.28
C -1.56360 -2.10620 0.66600 1.20
C -1.82030 -3.28440 1.34500 -0.41
C -2.21220 -4.40910 0.62670 -0.76
Br -2.60160 -6.01000 1.57470 -0.22
C -2.32920 -4.39990 -0.74420 -0.60
C -2.07210 -3.21820 -1.44920 1.10
C -1.71970 -2.06350 -0.73710 -0.59
O -1.50950 -0.88220 -1.34280 -0.77
C -2.12770 -3.14770 -2.89710 -0.25
N -1.89750 -2.04030 -3.57420 -0.30
C -1.99200 -2.36690 -4.90000 0.11
C -1.83580 -1.58620 -6.04130 -0.51
C -1.97950 -2.20780 -7.26320 -0.65
C -2.27630 -3.56970 -7.36170 -0.48
C -2.44980 -4.36050 -6.24380 -1.04
C -2.30100 -3.74310 -5.01250 0.63
N -2.38540 -4.20510 -3.72340 -0.05
H -1.87260 -1.08250 3.16580 0.37
H -0.56380 0.07880 2.85560 0.14
H -0.19710 -1.65980 2.93540 0.43
H -1.71830 -3.34580 2.41460 0.57
H -2.61820 -5.30070 -1.26090 0.52
H -1.57990 -1.04880 -2.33980 0.79
H -1.60790 -0.53610 -5.96550 0.43
H -1.86050 -1.63680 -8.17230 0.41
H -2.37190 -4.01550 -8.33860 0.41
H -2.68790 -5.41090 -6.31930 0.41
H -2.59690 -5.14900 -3.44510 0.23
F 1.48630 -1.32480 1.05840 -0.71
Sb 2.94820 -0.42430 2.12860 2.49
F 2.28470 -1.32220 3.69110 -0.55
F 3.93860 -2.01640 1.78950 -0.53
F 4.49990 0.49170 2.68190 -0.55
F 3.04780 0.63690 0.46210 -0.74
F 1.76330 0.98430 2.65030 -0.58
C 1.45540 -0.62840 -1.79790 -0.67
Ge 3.19870 -0.17520 -2.45990 2.03
C 3.24970 -1.57290 -3.89820 -0.13
C 2.16560 -1.66350 -4.75960 -0.32
C 2.10750 -2.65950 -5.71630 -0.61
C 3.14580 -3.56960 -5.82410 -0.60
C 4.23780 -3.47580 -4.97890 -0.57
C 4.28530 -2.48340 -4.01390 -0.56
C 3.09150 1.57290 -3.37590 -0.37
C 3.73690 1.73750 -4.59530 -0.24
C 3.63700 2.92800 -5.29100 -0.65
C 2.88600 3.96770 -4.76760 -0.51
C 2.25410 3.82160 -3.54210 -0.70
C 2.36320 2.62830 -2.84880 -0.16
C 4.94100 -0.25800 -1.48180 -0.03
C 5.81440 0.81740 -1.53100 -0.32
C 7.00730 0.77450 -0.83100 -0.68
C 7.33170 -0.34280 -0.07980 -0.59
C 6.46590 -1.42240 -0.03630 -0.70
C 5.27270 -1.37910 -0.73730 -0.43
H 1.22790 -1.69720 -1.76180 0.81
H 1.36290 -0.94290 -4.66980 0.50
H 1.24950 -2.72490 -6.37050 0.45
H 3.09480 -4.36140 -6.55640 0.39
H 5.05580 -4.17590 -5.06470 0.40
H 5.13270 -2.41100 -3.34580 0.33
H 4.31990 0.91700 -4.99360 0.44
H 4.14490 3.04260 -6.23920 0.41
H 2.79400 4.89230 -5.31890 0.39
H 1.68210 4.64220 -3.13090 0.44
H 1.88650 2.50100 -1.87640 0.40
H 5.55510 1.69000 -2.11640 0.32
H 7.68150 1.61810 -0.87320 0.42
H 8.25670 -0.36580 0.47700 0.39
H 6.71560 -2.29810 0.54430 0.43
H 4.59310 -2.22080 -0.69360 0.47
```